# C23H20O2S2

2 unconnected molecules or ions with the total composition C23H20O2S2 in a non-equilibrium geometry (ωB97M-V with the def2-TZVPD basis set, OMol25).

Calculated values
* HOMO level: -6.149 eV
* LUMO: -2.944 eV
* Kohn-Sham gap: 3.2 eV
* relative energy (zero: lowest compared OMol25 entry of this formula, charge and spin): 54.3 kJ/mol

```
47
Properties=species:S:1:pos:R:3:forces:R:3
C -2.483074 -0.154976 -5.509421 0.2 0.1 -0.1
C -3.397374 0.200051 -4.358596 0.0 -0.1 -0.3
O -2.588398 0.728653 -3.287034 0.0 0.0 0.3
C -3.206158 1.071515 -2.110661 -0.9 -0.8 -1.6
S -2.257097 1.553940 -0.826949 0.8 -0.1 0.5
S -4.871925 0.934493 -2.088767 -0.1 0.3 0.7
H -3.078368 -0.689433 -6.253174 0.1 0.0 0.0
H -2.079371 0.740086 -5.989350 0.1 -0.1 0.1
H -1.656267 -0.800878 -5.204519 -0.1 0.1 0.0
H -4.139585 0.935202 -4.712348 0.2 -0.2 0.4
H -3.942564 -0.708151 -4.050463 0.2 0.5 0.2
C 4.188166 3.790559 3.981642 -0.1 0.1 -0.4
O 3.981204 3.709223 2.551097 -0.6 -0.5 0.3
C 3.026928 2.838616 2.132390 0.0 -0.3 0.3
C 2.947459 2.562154 0.744447 0.0 0.1 0.5
C 2.092110 1.581519 0.292719 0.0 -0.1 0.2
C 1.288914 0.833179 1.192699 0.1 0.1 0.2
C 0.495955 -0.282667 0.766464 -0.3 0.7 0.0
C -0.674557 -0.792315 1.448725 -0.4 -1.2 -0.4
C -1.054435 -2.033503 0.823443 -0.5 0.7 1.2
C -2.120919 -2.773145 1.307808 0.5 0.3 -0.4
C -2.836327 -2.286994 2.411946 0.2 0.5 0.3
C -2.493431 -1.060369 3.005288 -0.1 -0.4 -0.2
C -1.425396 -0.302076 2.513271 -0.1 0.1 -0.1
C -0.121644 -2.290742 -0.261599 1.2 0.3 -0.6
C 0.824026 -1.202780 -0.304067 -0.6 -1.2 -0.4
C 1.900120 -1.264763 -1.185612 -0.1 -0.1 0.1
C 2.017435 -2.368289 -2.040317 -0.3 -0.2 0.0
C 1.089466 -3.422503 -1.993780 0.3 0.5 0.0
C 0.017124 -3.389534 -1.091561 -0.1 0.4 0.3
C 1.343106 1.169731 2.565336 -0.1 0.1 -0.2
C 2.175903 2.162260 3.035851 0.5 0.3 -0.2
H 5.013165 4.488938 4.093073 -0.1 0.0 0.1
H 3.294484 4.172847 4.492735 0.2 0.0 -0.2
H 4.454979 2.810868 4.402265 0.0 0.2 -0.2
H 3.597532 3.110536 0.065670 -0.2 -0.1 0.1
H 2.012510 1.378700 -0.773162 0.0 0.2 0.3
H -2.370094 -3.711583 0.816669 -0.2 0.1 0.2
H -3.669384 -2.862467 2.815417 0.2 0.2 -0.1
H -3.060354 -0.689268 3.860313 0.1 -0.1 -0.3
H -1.192873 0.670033 2.938637 -0.2 -0.2 0.0
H 2.643983 -0.474835 -1.187830 0.0 -0.3 -0.1
H 2.843704 -2.409116 -2.751309 -0.2 0.0 0.2
H 1.208581 -4.274749 -2.662556 0.0 0.2 0.2
H -0.707632 -4.197165 -1.013368 0.2 0.0 -0.2
H 0.758197 0.617005 3.294486 0.2 0.0 -0.3
H 2.212175 2.382190 4.104055 0.0 -0.2 -0.4
```
Positions in Å, forces in eV/Å.

=====

# C30H55N19O14

10 unconnected molecules or ions with the total composition C30H55N19O14 in a non-equilibrium geometry (ωB97M-V with the def2-TZVPD basis set, OMol25).

Calculated values
* HOMO level: -8.777 eV
* LUMO: -1.219 eV
* SMILES: CCOCCc1cc(-c2ccccn2)c(CC(=O)O)c2c1C(=O)C=CC2=O.NC(N)=O.NC(N)=O.NC(N)=O.NC(N)=O.NC(N)=O.NC(N)=O.NC(N)=O.NC(N)=O.NC(N)=O
* Kohn-Sham gap: 7.6 eV

```
118
Properties=species:S:1:pos:R:3:forces:R:3
C -3.651427 -1.400791 3.470935 0.5 0.1 0.1
C -2.905937 -0.855536 2.273087 -0.1 0.1 0.0
O -3.679028 -0.841199 1.081350 -0.1 0.0 0.0
C -3.948825 -2.134230 0.560071 0.6 0.2 -0.3
C -3.229065 -2.337928 -0.773290 -0.2 0.0 0.0
C -1.742863 -2.444621 -0.594095 0.0 0.1 -0.4
C -1.008424 -1.257157 -0.581999 0.5 -0.4 0.2
C 0.368914 -1.246552 -0.389553 0.0 -0.4 0.0
C 1.088162 0.062981 -0.413368 -0.3 -0.7 -0.3
C 1.090191 0.861348 0.713023 -0.1 0.4 0.2
C 1.722978 2.093681 0.669492 0.2 -0.4 -0.3
C 2.349615 2.433989 -0.517023 0.1 0.2 0.3
C 2.312355 1.549527 -1.576558 0.1 -0.1 -0.6
N 1.685571 0.369689 -1.572228 0.1 0.5 0.7
C 1.069259 -2.453438 -0.217265 -0.5 -0.3 -0.3
C 2.566261 -2.475819 -0.005479 0.1 0.6 -0.1
C 2.888011 -2.682627 1.445417 -0.1 0.2 -0.5
O 3.357910 -3.682103 1.881483 0.3 -1.1 0.7
O 2.583663 -1.618170 2.239964 -0.7 0.2 -0.3
C 0.333976 -3.652631 -0.247596 0.0 0.5 0.1
C -1.062653 -3.654883 -0.417170 0.3 0.6 0.0
C -1.761258 -4.974046 -0.375915 0.3 0.2 0.2
O -2.716964 -5.252605 -1.052296 -0.7 -0.2 -0.3
C -1.156578 -5.962554 0.544482 0.3 0.1 0.2
C 0.164736 -5.973987 0.668899 -0.3 -0.2 0.5
C 0.979990 -4.995037 -0.077255 -0.4 0.3 0.0
O 2.049506 -5.293753 -0.537739 0.7 -0.1 -0.2
H -2.984724 -1.329285 4.331316 0.0 0.0 0.1
H -3.884653 -2.452196 3.335048 -0.3 0.0 0.1
H -4.525657 -0.797831 3.694800 -0.3 -0.1 -0.1
H -2.618957 0.177288 2.458219 0.0 0.2 -0.1
H -1.988733 -1.430049 2.106207 0.1 -0.1 0.0
H -5.013684 -2.249799 0.382293 -0.2 0.0 0.2
H -3.593939 -2.891245 1.258361 -0.3 -0.2 0.1
H -3.655849 -3.213330 -1.243740 0.1 -0.2 -0.1
H -3.448633 -1.507224 -1.439193 0.0 0.2 0.0
H -1.503915 -0.307772 -0.712852 -0.2 0.0 -0.1
H 0.600762 0.520739 1.610312 -0.1 -0.1 0.1
H 1.746677 2.746959 1.526859 0.0 0.1 0.1
H 2.850796 3.380385 -0.626517 0.0 0.1 0.0
H 2.822215 1.817980 -2.491074 0.0 -0.1 -0.2
H 3.030071 -3.250663 -0.592121 0.1 -0.2 0.0
H 2.997454 -1.522070 -0.297593 0.0 0.2 -0.1
H 1.987961 -1.937563 2.930358 0.4 0.1 0.4
H -1.787116 -6.657458 1.074053 -0.2 -0.2 -0.2
H 0.658921 -6.687081 1.311620 0.3 -0.2 -0.2
N -4.985944 -5.062609 -3.744833 0.0 0.0 0.1
C -4.900698 -5.617860 -4.991538 0.0 0.0 0.1
N -4.065819 -6.699945 -5.084803 0.0 0.0 0.0
O -5.518068 -5.185383 -5.947033 0.0 0.0 0.0
H -4.479862 -5.402285 -2.946588 0.1 0.0 0.0
H -5.584836 -4.266159 -3.640348 0.0 0.0 0.0
H -3.976877 -7.132515 -5.984255 0.0 0.0 0.0
H -3.547963 -7.067918 -4.310139 0.0 0.0 0.0
N 4.137732 -7.262896 4.527795 -0.1 0.0 0.1
C 4.500645 -7.795814 3.316730 0.0 0.1 0.0
N 4.412989 -6.933949 2.262373 -0.1 0.1 0.0
O 4.870502 -8.950345 3.200120 0.0 0.0 0.0
H 3.836132 -6.314900 4.646476 0.0 0.0 0.0
H 4.191900 -7.864651 5.326991 0.0 0.0 0.0
H 4.672202 -7.283272 1.359381 0.0 0.0 0.0
H 4.109540 -5.978705 2.340482 0.0 0.0 0.0
N 3.555210 -3.490567 -4.986336 0.0 0.0 -0.1
C 3.162332 -2.238203 -4.589389 -0.1 -0.1 0.1
N 2.440414 -2.198699 -3.429069 0.0 0.1 0.0
O 3.439831 -1.237922 -5.224837 0.0 0.0 0.0
H 3.339114 -4.326459 -4.478252 0.0 0.0 0.0
H 4.087111 -3.555966 -5.832993 0.0 0.0 0.0
H 2.134049 -1.295771 -3.100317 0.0 0.0 0.1
H 2.205976 -3.015897 -2.897149 0.0 -0.1 -0.1
N -0.446953 4.487952 -0.404388 0.1 0.0 0.0
C 0.251315 5.529972 -0.942660 -0.2 0.2 0.0
N -0.494652 6.550159 -1.449816 0.0 0.0 -0.1
O 1.473509 5.550277 -0.963625 0.1 -0.2 0.1
H -1.447247 4.448001 -0.368770 0.0 0.0 0.0
H 0.092202 3.729917 -0.025717 -0.1 0.0 -0.1
H 0.002764 7.332883 -1.834787 0.0 0.0 0.1
H -1.495957 6.562610 -1.440727 0.0 0.0 0.0
N -6.473053 -5.578121 2.841303 0.0 0.1 -0.1
C -5.317700 -5.402301 3.545145 -0.1 -0.1 0.1
N -5.165094 -6.225499 4.620921 0.0 0.0 0.1
O -4.479864 -4.568197 3.231837 0.1 -0.1 -0.1
H -7.167255 -6.260626 3.081798 0.0 0.0 0.0
H -6.619549 -4.989855 2.043201 0.0 0.0 0.0
H -4.323684 -6.124808 5.155318 0.0 0.0 0.0
H -5.839358 -6.922532 4.890251 0.0 -0.1 -0.1
N 3.260297 10.372001 -1.044666 -0.1 -0.1 0.1
C 2.770832 9.220399 -0.500908 0.2 0.1 -0.2
N 2.999885 8.086046 -1.232827 -0.1 -0.1 0.1
O 2.161793 9.197168 0.559559 -0.1 0.0 0.0
H 3.750939 10.407202 -1.920290 -0.1 0.1 -0.1
H 3.111100 11.228718 -0.536902 0.0 0.0 0.0
H 2.656577 7.208964 -0.868918 -0.1 0.0 -0.1
H 3.491551 8.091276 -2.105647 0.0 0.1 0.0
N 2.742351 15.181758 -1.026451 0.1 0.1 -0.2
C 2.225615 14.031106 -0.483609 -0.2 -0.1 -0.1
N 0.909896 13.792764 -0.747079 0.0 0.0 0.1
O 2.913947 13.268943 0.166293 0.2 -0.1 0.1
H 2.212652 15.820562 -1.588757 0.0 0.0 0.1
H 3.709099 15.376024 -0.843508 0.0 0.1 0.2
H 0.516164 12.948577 -0.372571 0.0 0.0 0.0
H 0.331208 14.403645 -1.290450 0.0 0.0 0.0
N -4.534763 -9.223780 6.114055 0.0 0.1 0.0
C -5.329967 -9.697358 5.108173 0.1 0.0 0.0
N -4.778208 -10.663105 4.319500 -0.1 0.0 0.0
O -6.457087 -9.262917 4.929025 0.0 0.2 -0.1
H -3.596791 -9.529102 6.289930 0.0 -0.1 0.0
H -4.932898 -8.514485 6.699849 0.0 -0.1 0.1
H -5.341995 -11.021112 3.571593 0.0 0.0 0.0
H -3.854087 -11.026656 4.451275 0.0 0.0 0.0
N 4.864244 13.813202 -3.141637 -0.1 -0.1 -0.1
C 5.015367 12.602613 -3.759924 0.2 0.1 0.1
N 6.191910 12.433015 -4.436901 -0.1 0.0 0.0
O 4.163599 11.731883 -3.706425 0.0 -0.1 0.0
H 5.556576 14.536793 -3.163362 0.0 0.0 0.0
H 4.008958 13.967055 -2.636866 0.0 0.0 0.0
H 6.332277 11.554078 -4.897843 0.0 0.0 0.0
H 6.906850 13.132245 -4.491197 0.0 0.0 0.0
```
Positions in Å, forces in eV/Å.

=====

# C27H38N6O3

A single C27H38N6O3 molecule in a non-equilibrium geometry (ωB97M-V with the def2-TZVPD basis set, OMol25).

Calculated values
* HOMO level: -7.763 eV
* LUMO: 0.708 eV
* SMILES: CCc1c(C)nc2cc(-c3cc(OC)cc(OC)c3)nn2c1N1CCN(CCN2CCOCC2)CC1
* Kohn-Sham gap: 8.5 eV
* relative energy (zero: lowest compared OMol25 entry of this formula, charge and spin): 180.2 kJ/mol

```
74
Properties=species:S:1:pos:R:3:forces:R:3
C 5.288161 1.812106 -2.496194 -0.1 -0.1 -0.1
C 3.910208 1.387728 -3.009410 0.0 0.1 0.1
C 2.762809 2.129698 -2.377866 -0.2 -0.3 0.2
C 2.456568 3.469044 -2.739646 -0.3 0.1 0.2
C 3.290559 4.242248 -3.712590 0.0 0.0 0.0
N 1.416833 4.114055 -2.271320 0.2 0.5 -0.4
C 0.611029 3.487925 -1.421679 -0.3 -0.4 0.4
C -0.539541 3.882889 -0.757362 0.0 -0.2 0.0
C -0.919277 2.775648 0.011161 0.9 0.2 -0.7
C -2.067991 2.622324 0.891012 -0.6 0.0 0.5
C -2.875367 3.698811 1.219216 0.1 -0.1 -0.1
C -3.975341 3.518018 2.057989 0.0 -0.2 0.0
O -4.705785 4.638433 2.321382 0.3 -0.1 -0.2
C -5.829126 4.523807 3.159273 -0.2 0.0 0.1
C -4.259794 2.259336 2.561876 -0.2 0.1 0.1
C -3.443614 1.174799 2.231129 0.1 0.1 -0.1
O -3.815190 -0.019125 2.781728 -0.1 0.4 0.0
C -3.034894 -1.152544 2.492089 0.1 -0.2 0.0
C -2.353011 1.352843 1.400749 0.0 -0.3 0.1
N -0.064473 1.757596 -0.151121 -0.6 -0.4 0.8
N 0.852159 2.174501 -1.013857 0.0 0.9 -0.4
C 1.925527 1.476951 -1.483534 0.4 0.1 -0.4
N 2.102228 0.151388 -1.123975 -0.2 0.2 0.2
C 0.936676 -0.664628 -0.834351 -0.2 -0.7 -0.2
C 1.323239 -2.126943 -1.030222 -0.3 0.4 0.0
N 2.387785 -2.469045 -0.104871 0.1 0.0 -0.1
C 2.656332 -3.892685 -0.060133 -0.2 -0.1 0.4
C 1.595576 -4.628345 0.772427 0.3 0.0 -0.2
N 0.366663 -4.845024 0.025885 -0.1 -0.1 0.1
C 0.365221 -6.047877 -0.792140 -0.1 -0.3 0.1
C 0.091244 -7.318383 0.025422 0.2 0.1 -0.2
O -1.110208 -7.211390 0.759353 -0.1 0.0 -0.1
C -1.084749 -6.086698 1.613296 0.0 0.4 0.0
C -0.855316 -4.799517 0.811913 -0.1 -0.3 0.1
C 3.553774 -1.661660 -0.400117 0.0 0.2 0.1
C 3.189541 -0.189318 -0.224714 0.4 -0.1 0.1
H 5.333092 1.779570 -1.409821 0.0 0.0 0.1
H 5.528480 2.823642 -2.808998 0.1 0.1 0.0
H 6.051068 1.144598 -2.890784 0.1 0.0 0.0
H 3.766119 0.322267 -2.826346 0.0 0.0 -0.1
H 3.881239 1.544008 -4.090683 0.0 -0.1 0.0
H 4.225903 4.552866 -3.250678 0.1 0.0 0.0
H 2.740987 5.132454 -4.004474 0.0 0.0 0.0
H 3.521889 3.651332 -4.595613 0.1 0.0 -0.1
H -1.023645 4.831128 -0.842527 -0.1 0.2 -0.1
H -2.673507 4.688361 0.845535 0.0 0.2 -0.1
H -6.249390 5.526130 3.228089 0.0 -0.1 0.0
H -5.550788 4.178592 4.160307 0.0 0.0 0.0
H -6.577964 3.845568 2.737431 0.0 0.0 0.0
H -5.098406 2.070604 3.211055 -0.1 0.0 0.1
H -2.005124 -1.030690 2.843570 0.0 0.0 0.0
H -3.503816 -1.978176 3.025916 0.1 0.0 -0.1
H -3.026076 -1.372349 1.419533 0.0 0.0 0.0
H -1.701643 0.543511 1.119929 0.0 -0.1 0.0
H 0.132231 -0.395719 -1.518696 0.0 0.0 0.1
H 0.591601 -0.520242 0.195948 0.0 -0.1 -0.2
H 0.469733 -2.771400 -0.824245 0.0 0.1 -0.1
H 1.641448 -2.285057 -2.077173 0.0 0.0 0.0
H 3.623593 -4.034744 0.428870 0.0 0.0 -0.1
H 2.717024 -4.333087 -1.069291 0.1 0.0 0.0
H 2.033999 -5.568536 1.137801 0.0 0.0 0.1
H 1.371429 -4.000942 1.636676 0.1 0.0 0.0
H 1.322683 -6.137490 -1.306499 0.0 0.0 -0.1
H -0.425688 -5.932890 -1.539970 0.1 -0.1 -0.1
H -0.031240 -8.180498 -0.631990 0.1 0.0 0.0
H 0.928658 -7.513776 0.714401 -0.1 0.0 -0.1
H -2.053170 -6.066778 2.115606 0.1 0.0 0.1
H -0.290161 -6.206923 2.367011 -0.1 0.0 0.0
H -0.827347 -3.935948 1.478313 0.0 0.0 0.0
H -1.687005 -4.674601 0.110275 -0.1 0.0 0.1
H 4.354197 -1.918157 0.298189 0.0 0.0 0.0
H 3.921573 -1.827960 -1.429857 0.0 0.0 0.0
H 4.052723 0.440683 -0.430153 0.0 0.0 0.0
H 2.876538 -0.030924 0.818876 0.1 0.0 -0.1
```
Positions in Å, forces in eV/Å.

=====

# C3H11N2S

A gas-phase ion, C3H11N2S (charge +1) in a non-equilibrium geometry (ωB97M-V with the def2-TZVPD basis set, OMol25).

Calculated values
* HOMO level: -13.276 eV
* total charge: +1
* LUMO: -3.228 eV
* SMILES: NC[C@H]([NH3+])CS
* Kohn-Sham gap: 10.0 eV
* relative energy (zero: lowest compared OMol25 entry of this formula, charge and spin): 55.1 kJ/mol

```
17
Properties=species:S:1:pos:R:3:forces:R:3
N 1.080629 -1.521667 -1.273761 -0.5 0.4 0.4
C 1.299325 -0.352440 -0.403865 -1.2 -0.5 -0.1
C 0.037470 -0.038915 0.513320 0.7 -0.3 -0.9
N -1.173780 -0.694753 -0.112939 0.9 1.2 -1.5
C -0.218185 1.443771 0.692564 0.7 0.2 0.5
S -1.412104 1.747522 2.031341 -0.2 0.0 -0.1
H 1.458144 -1.386913 -2.195514 0.0 0.2 -0.3
H 1.547348 -2.329776 -0.909760 0.2 -0.4 0.2
H 1.473574 0.513789 -1.008424 0.3 0.5 -0.4
H 2.142817 -0.545531 0.231792 0.4 0.4 0.4
H 0.223787 -0.551710 1.438522 -0.3 -0.1 0.6
H -1.951741 -0.848956 0.502680 -0.3 -0.4 0.6
H -0.779139 -1.494554 -0.644672 -0.1 -0.5 0.2
H -1.511759 -0.068323 -0.865697 0.0 -0.3 0.4
H -0.531858 1.897902 -0.241613 -0.2 0.0 -0.2
H 0.722186 1.967747 0.952172 -0.4 -0.4 0.0
H -2.406713 2.262807 1.293854 0.1 0.0 0.0
```
Positions in Å, forces in eV/Å.